Entry 1:
{
  "formula": "C26H45Cl3O2P2Zr",
  "method": "ωB97M-V with the def2-TZVPD basis set",
  "species": ["Zr", "C", "C", "C", "C", "C", "C", "H", "H", "H", "C", "H", "H", "H", "C", "H", "H", "H", "C", "H", "H", "H", "C", "H", "H", "H", "C", "C", "C", "C", "C", "C", "C", "C", "H", "H", "H", "H", "H", "H", "H", "H", "H", "H", "H", "H", "P", "C", "H", "H", "H", "C", "H", "H", "H", "C", "H", "H", "H", "P", "C", "H", "H", "H", "C", "H", "H", "H", "C", "H", "H", "H", "Cl", "C", "Cl", "Cl", "C", "O", "O"],
  "positions_angstrom": [[0.172090, -0.778031, -0.233382], [1.775032, -1.465679, 1.659018], [1.707650, -2.433120, 0.573129], [3.356017, -0.871224, 0.083601], [2.876291, -0.585928, 1.380627], [2.663001, -1.991052, -0.433685], [1.083846, -1.556192, 2.976417], [0.128401, -2.091983, 2.890793], [0.882127, -0.540849, 3.357979], [1.683071, -2.092788, 3.731762], [3.600301, 0.238482, 2.379581], [3.006771, 0.439248, 3.280791], [3.917157, 1.193404, 1.937511], [4.525093, -0.262456, 2.720580], [4.520852, -0.233691, -0.563917], [5.458341, -0.520735, -0.071097], [4.425250, 0.856707, -0.555498], [4.589685, -0.556852, -1.603550], [3.048727, -2.737028, -1.663512], [3.225985, -3.799444, -1.450177], [3.964834, -2.321211, -2.102338], [2.260918, -2.663004, -2.426770], [1.193219, -3.832952, 0.667651], [1.847302, -4.410466, 1.346487], [1.224497, -4.330851, -0.313591], [0.171682, -3.909129, 1.066519], [-1.906994, 0.053489, 0.094077], [-1.675735, -1.067623, 0.953744], [-2.269211, -2.433775, 0.697339], [-1.855882, -3.143269, -0.616315], [-0.706758, -2.509803, -1.402907], [-0.905834, -1.330478, -2.148598], [-2.337708, -0.788976, -2.329385], [-2.813730, 0.050717, -1.126978], [-3.369457, -2.365678, 0.678668], [-2.757519, -3.235945, -1.252880], [-2.027597, -3.090287, 1.554634], [-3.828897, -0.292034, -0.862129], [-1.824486, 1.040729, 0.569556], [-1.559557, -0.829731, 2.023501], [-2.901861, 1.094298, -1.469248], [-2.392994, -0.179278, -3.254720], [-0.265690, -1.102194, -3.012581], [-3.088230, -1.584100, -2.506303], [-1.578298, -4.183367, -0.375744], [0.062055, -3.202645, -1.748411], [-2.154342, 1.212676, 3.730976], [-1.101067, 2.260488, 4.811316], [-1.765040, 2.814980, 5.487802], [-0.475875, 2.945725, 4.224526], [-0.449107, 1.589178, 5.386303], [-3.285342, 2.526860, 3.097852], [-3.797772, 2.976898, 3.963417], [-4.022421, 2.066059, 2.423934], [-2.727834, 3.285587, 2.536040], [-3.292410, 0.636141, 5.062300], [-4.069491, -0.022890, 4.650968], [-3.756515, 1.519319, 5.526515], [-2.740022, 0.066492, 5.818917], [-0.168392, 1.604136, -3.866955], [0.864964, 0.852265, -5.172761], [0.639887, 1.319373, -6.142635], [0.629720, -0.225748, -5.205645], [1.926646, 0.996613, -4.910288], [-1.725688, 1.936098, -4.753226], [-2.043211, 1.043365, -5.317656], [-1.577421, 2.798583, -5.418845], [-2.480729, 2.184184, -3.987529], [0.570013, 3.257491, -3.682686], [0.538620, 3.748903, -4.661850], [1.600744, 3.159331, -3.313699], [-0.026278, 3.834647, -2.963058], [1.565188, 4.861890, -0.051299], [0.841755, 3.283647, 0.243678], [1.021191, 2.844972, 1.983941], [-0.889433, 3.364553, -0.148526], [1.547274, 2.188069, -0.614958], [2.591643, 2.412802, -1.207247], [0.906996, 1.014086, -0.629871]],
  "atomic_forces_ev_per_a": [[8.56, 2.95, 2.25], [-0.30, -0.70, -0.90], [-0.52, 0.95, -0.05], [-0.33, -0.52, -0.22], [-0.21, -0.68, -0.19], [0.15, 0.22, 0.77], [-0.25, 0.02, 0.49], [0.24, 0.11, 0.14], [-0.05, -0.43, 0.02], [-0.11, 0.19, -0.28], [-0.15, 0.71, 0.18], [0.10, -0.02, -0.30], [-0.05, -0.16, 0.17], [-0.35, -0.03, -0.31], [0.22, 0.39, -0.34], [-0.17, 0.11, 0.02], [0.18, -0.17, 0.00], [0.11, 0.24, 0.10], [-0.05, 0.02, -0.34], [-0.10, 0.23, -0.05], [-0.36, -0.22, 0.11], [0.20, -0.20, -0.03], [0.08, -0.57, 0.20], [-0.29, 0.13, -0.23], [-0.05, 0.12, 0.38], [0.28, 0.01, -0.02], [-3.65, -1.42, 3.09], [-4.14, 2.18, -0.61], [0.19, -0.56, 0.35], [0.31, -0.63, -0.11], [-2.00, -0.72, -3.56], [-2.32, -3.76, -2.21], [0.12, 0.34, -0.23], [0.36, 0.71, -0.55], [0.30, 0.34, 0.16], [0.62, 0.27, -0.02], [-0.03, 0.40, -0.40], [0.40, 0.13, 0.43], [0.67, -0.33, -0.11], [0.88, 0.52, -0.16], [0.03, -0.33, 0.29], [0.42, -0.21, 0.69], [0.44, 0.04, 0.81], [0.83, -0.13, 0.22], [0.02, 0.51, -0.11], [0.35, 0.41, 0.39], [-0.40, 0.46, 0.48], [0.22, -0.23, -0.11], [0.36, -0.01, -0.10], [-0.25, -0.12, 0.27], [-0.11, 0.31, 0.03], [0.06, -0.19, -0.31], [0.14, 0.02, -0.49], [0.04, 0.25, 0.22], [-0.15, -0.07, 0.13], [0.00, -0.45, -0.07], [0.12, 0.24, 0.15], [0.10, -0.40, -0.04], [-0.13, 0.12, -0.11], [0.20, -0.49, 0.67], [0.01, -0.01, 0.01], [0.25, -0.25, 0.16], [0.24, 0.37, -0.25], [-0.39, -0.16, -0.22], [-0.13, 0.24, 0.16], [0.06, 0.43, 0.15], [-0.30, -0.33, -0.01], [0.07, 0.00, -0.50], [-0.15, 0.06, -0.11], [0.20, 0.16, 0.23], [-0.34, 0.16, -0.21], [0.23, -0.02, -0.20], [-0.12, -0.48, 0.10], [0.20, 0.35, 0.17], [0.04, -0.13, -0.64], [0.03, -0.02, -0.05], [1.81, 0.08, -1.13], [-2.29, -0.69, 1.32], [-0.20, 0.35, 0.37]],
  "multiplicity": 1,
  "mol_weight_g_mol": 649.17,
  "lumo_energy_ev": [-9.0, -9.1],
  "charge": 2
}

Entry 2:
{
  "formula": "C2H7ClNPS",
  "method": "ωB97M-V with the def2-TZVPD basis set",
  "species": ["C", "C", "N", "P", "S", "Cl", "H", "H", "H", "H", "H", "H", "H"],
  "positions_angstrom": [[-1.243178, 0.286778, 1.370989], [-0.606299, -0.573958, 0.367937], [0.851449, 0.130983, -1.955329], [0.946398, 0.246602, -0.336166], [1.404839, 1.939312, 0.384181], [2.628219, -1.592601, 0.288789], [-0.682730, 0.259744, 2.356666], [-1.225962, 1.398402, 0.933753], [-2.364532, 0.110770, 1.364266], [-1.357535, -0.929813, -0.438935], [-0.051286, -1.493430, 0.727166], [0.536916, -0.678105, -2.510870], [1.163703, 0.895314, -2.552442]],
  "atomic_forces_ev_per_a": [[-1.25, 3.13, 0.28], [1.61, -2.61, -2.06], [-0.12, -0.15, -1.52], [-0.08, -1.51, 0.52], [0.40, -0.05, -0.18], [-1.70, 1.73, -0.66], [-1.22, 0.17, -1.06], [0.16, -2.16, 1.29], [1.42, -0.24, 0.81], [1.59, 0.79, 0.94], [-1.27, 0.67, 0.15], [0.31, 0.49, 0.96], [0.16, -0.27, 0.54]],
  "relative_energy_kcal_mol": 20.8,
  "multiplicity": 1,
  "mol_weight_g_mol": 143.58,
  "lumo_energy_ev": -0.6,
  "smiles": "CC[P@@](N)(=S)Cl",
  "charge": 0
}

Entry 3:
{
  "formula": "C2H2F6KO7S2",
  "method": "ωB97M-V with the def2-TZVPD basis set",
  "species": ["K", "C", "F", "F", "F", "S", "O", "O", "O", "C", "F", "F", "F", "S", "O", "O", "O", "O", "H", "H"],
  "positions_angstrom": [[-18.920180, 13.180000, -6.751560], [-19.808260, 13.329970, -11.480460], [-18.642040, 13.277580, -12.165710], [-19.775070, 14.476820, -10.815000], [-20.912890, 13.258290, -12.366870], [-20.029250, 11.805530, -10.294050], [-21.332260, 12.027750, -9.681830], [-19.957780, 10.569920, -11.061470], [-18.900000, 12.031960, -9.365210], [-17.992370, 17.137370, -2.782030], [-17.144620, 16.425620, -1.959660], [-19.276360, 16.644420, -2.550290], [-17.862740, 18.426910, -2.592540], [-17.555140, 16.694120, -4.648680], [-16.107350, 16.996660, -4.775790], [-17.888660, 15.281640, -4.892420], [-18.432870, 17.530180, -5.472000], [-18.688660, 15.412380, -8.408550], [-18.841760, 15.250160, -9.339390], [-17.870400, 15.908380, -8.382790]],
  "atomic_forces_ev_per_a": [[0.10, 0.50, -0.32], [-0.82, -2.58, -0.65], [-1.10, -0.09, -0.02], [-0.81, 0.25, -0.30], [2.24, 0.93, 1.28], [0.03, -0.38, 0.78], [0.61, 0.46, -0.33], [0.38, 1.40, 0.01], [-0.55, 0.07, -0.49], [0.19, -3.15, -1.97], [-1.05, 1.20, -0.50], [1.63, 1.40, 0.23], [-0.49, -0.12, 0.65], [0.92, 0.52, -1.93], [-2.11, -0.38, 0.84], [0.22, -0.02, 1.08], [0.56, 0.08, 1.32], [-0.02, -0.23, 0.22], [-0.10, -0.17, -0.20], [0.18, 0.29, 0.30]],
  "relative_energy_kcal_mol": 14.8,
  "multiplicity": 1,
  "mol_weight_g_mol": 355.25,
  "lumo_energy_ev": 1.9,
  "charge": -1
}

Entry 4:
{
  "formula": "C2H3FOS",
  "method": "ωB97M-V with the def2-TZVPD basis set",
  "species": ["C", "C", "O", "F", "S", "H", "H", "H"],
  "positions_angstrom": [[0.172390, 0.744770, 1.393259], [-0.130358, -0.465990, -1.128203], [0.336023, 1.484033, 2.298722], [0.045208, -0.654573, 1.590777], [0.067103, 1.099531, -0.301914], [-0.983665, -1.058207, -0.803840], [0.801529, -1.010477, -0.900456], [-0.308229, -0.139088, -2.148345]],
  "atomic_forces_ev_per_a": [[-0.04, -1.40, 0.37], [0.40, -0.49, 0.71], [-0.12, -0.43, -0.49], [0.15, 1.41, 0.11], [-0.30, 1.14, 0.29], [-0.02, 0.24, 0.16], [-0.53, -0.05, -0.89], [0.46, -0.41, -0.27]],
  "relative_energy_kcal_mol": 0.0,
  "multiplicity": 1,
  "mol_weight_g_mol": 94.11,
  "lumo_energy_ev": 0.5,
  "smiles": "CSC(=O)F",
  "charge": 0
}